Below is a structure of composition C35H31CaClN5O2S at a distorted geometry, with properties calculated with wB97M-V/def2-TZVPD.

## Properties
HOMO: -0.3519 Ha
gap between HOMO and LUMO: 6.79 eV
relative energy (zero: lowest compared OMol25 entry of this formula, charge and spin): 16.7 kcal/mol
total charge: +1

Geometry as XYZ:
```
76
Properties=species:S:1:pos:R:3:forces:R:3
Ca -0.108004 0.115813 0.296190 0.55 0.69 -0.74
Cl -5.519132 0.216599 5.350201 0.03 0.00 -0.06
C -4.465743 0.066595 3.973497 -0.24 0.02 -0.09
C -5.014261 0.021910 2.679977 -0.06 0.02 0.04
C -4.204670 -0.103588 1.583414 -0.03 0.01 0.03
C -2.792754 -0.187655 1.698251 0.23 -0.16 -0.05
O -2.055206 -0.305663 0.645183 -2.16 -0.35 0.99
C -2.248359 -0.136262 3.025714 0.16 0.03 0.08
C -0.845370 -0.240488 3.349881 -0.01 -0.04 -0.01
N 0.136869 -0.331288 2.515489 0.43 -0.33 0.69
C 1.469746 -0.604337 2.927475 -0.21 0.21 -0.32
C 1.857345 -0.959599 4.190364 0.10 -0.06 0.25
C 3.206224 -1.247912 4.502727 -0.11 0.00 0.09
C 4.174608 -1.202808 3.546426 0.06 0.01 -0.05
C 3.823181 -0.865507 2.216232 0.08 0.04 0.01
C 4.776473 -0.814841 1.168939 0.10 -0.06 0.12
C 4.395692 -0.477216 -0.092708 -0.03 0.09 -0.11
C 3.033999 -0.197807 -0.326880 0.00 -0.24 0.31
N 2.117482 -0.262962 0.610481 1.34 -0.27 0.42
C 2.483997 -0.568567 1.898984 -0.28 0.00 -0.22
C -3.119138 -0.013082 4.135958 0.27 0.00 0.06
H -6.089338 0.086221 2.563333 0.03 -0.01 0.00
H -4.619436 -0.141118 0.584417 -0.02 -0.01 0.02
H -0.643493 -0.257861 4.423140 -0.04 0.00 0.06
H 1.121625 -1.042066 4.980005 0.04 0.00 -0.01
H 3.462472 -1.519537 5.519814 -0.03 0.01 -0.05
H 5.207043 -1.433138 3.783767 -0.05 0.01 -0.03
H 5.811787 -1.052703 1.390603 -0.06 0.02 0.00
H 5.108084 -0.424175 -0.905048 -0.03 0.00 0.02
H 2.690874 0.064828 -1.323814 0.01 -0.02 0.03
H -2.699056 0.016550 5.135574 -0.01 0.00 -0.04
C -1.591654 3.163984 1.449201 0.06 -0.05 -0.11
C -0.935592 3.386340 0.116089 -0.04 -0.26 0.04
C -0.651203 4.663635 -0.355027 0.00 0.09 0.01
C -0.032961 4.810123 -1.580954 0.02 0.05 -0.03
C 0.237028 3.684755 -2.345968 0.07 0.10 -0.08
C -0.120505 2.448658 -1.839806 -0.22 -0.29 0.10
N -0.649275 2.299525 -0.614292 -0.04 0.54 -0.40
C -0.041839 1.205482 -2.683097 -0.03 0.06 0.42
C -0.191732 1.286881 -4.054707 0.10 -0.05 -0.19
C -0.163162 0.110739 -4.784461 -0.02 0.01 -0.07
C -0.031406 -1.099822 -4.130422 -0.01 -0.03 -0.09
C 0.063130 -1.114987 -2.743640 0.01 0.07 0.39
N 0.074468 0.030049 -2.044534 0.07 0.02 -0.95
C 0.092489 -2.401948 -1.956116 0.03 0.36 0.12
C 0.159975 -3.617198 -2.615493 0.04 -0.06 -0.06
C 0.109292 -4.785557 -1.875294 0.00 -0.05 -0.03
C -0.028471 -4.695684 -0.508478 0.01 -0.11 0.02
C -0.082265 -3.443192 0.094943 0.03 0.23 0.14
C -0.250580 -3.342374 1.584822 -0.03 0.09 -0.09
N 0.004203 -2.308714 -0.612436 -0.09 -0.23 -0.56
H -1.946068 4.100534 1.874335 0.01 0.02 0.00
H -0.874995 2.720528 2.144238 -0.01 0.00 -0.04
H -2.437944 2.483520 1.346114 0.02 0.01 -0.02
H -0.914603 5.526199 0.244389 0.02 -0.04 -0.03
H 0.218558 5.794813 -1.955398 0.00 -0.02 0.01
H 0.710279 3.771252 -3.314384 -0.03 0.02 0.01
H -0.353022 2.240779 -4.536860 0.03 -0.05 -0.01
H -0.270859 0.133961 -5.861629 0.00 0.00 0.03
H -0.037083 -2.014256 -4.702773 -0.02 0.02 0.01
H 0.249470 -3.671474 -3.689104 0.00 0.01 0.01
H 0.161655 -5.748938 -2.366902 0.00 0.03 0.02
H -0.098104 -5.584223 0.104496 0.00 0.02 -0.02
H -0.504732 -4.313533 2.001783 0.00 -0.04 0.03
H -1.042942 -2.633160 1.831399 0.06 -0.04 -0.05
H 0.671668 -2.999764 2.059423 -0.03 -0.01 -0.04
C 3.443458 2.769352 3.190272 0.01 0.04 0.19
S 2.859923 2.767446 1.508929 -0.27 -0.50 -0.21
C 2.900306 4.524328 1.238312 -0.07 0.20 0.04
O 1.406787 2.380792 1.575438 0.22 0.14 -0.04
H 2.781262 3.399818 3.786606 0.06 -0.05 0.03
H 4.469955 3.138851 3.211696 -0.04 -0.02 0.04
H 3.409622 1.737087 3.541585 0.01 0.07 0.01
H 3.929053 4.877693 1.324858 -0.06 0.01 -0.01
H 2.252619 4.999167 1.977583 0.05 0.05 -0.07
H 2.525553 4.703996 0.231277 0.01 0.02 0.04
```
Positions in Å, forces in eV/Å.